[1]
{
  "formula": "CH8NPSi2",
  "method": "ωB97M-V with the def2-TZVPD basis set",
  "e_homo_ha": [-0.309, -0.293],
  "e_above_lowest_ev": 2.491,
  "molar_mass_g_mol": 121.2,
  "lumo_ev": [-0.9, -1.0],
  "orbital_gap_ev": [7.5, 6.9],
  "symbols": ["P", "Si", "Si", "N", "C", "H", "H", "H", "H", "H", "H", "H", "H"],
  "coordinates": [[2.178885, -0.726428, 0.248515], [-0.497868, 1.608831, 0.100985], [-1.286945, -1.660322, -0.188554], [2.736631, 0.560452, -0.459320], [-0.559111, -0.147456, 0.690624], [0.658688, 2.554003, 0.438610], [-0.210657, -0.327768, 1.619894], [-0.311196, 1.228712, -1.469841], [-2.804554, -1.544995, -0.593352], [-0.558444, -2.193235, -1.273791], [-1.237880, -2.535290, 0.926420], [3.723837, 0.767797, -0.547684], [-1.831388, 2.415704, 0.507491]],
  "atomic_forces_ev_per_a": [[-0.496, 1.941, -0.828], [-0.510, 0.280, -1.780], [-1.783, 1.870, 0.972], [-1.049, -1.479, 1.120], [0.735, 0.565, -3.475], [-0.606, -0.774, 0.084], [0.599, -0.809, 3.307], [-0.522, 1.035, 1.555], [1.396, 0.093, 0.236], [0.737, -0.360, -1.149], [-0.041, -1.273, 0.744], [0.162, -0.174, -0.141], [1.378, -0.914, -0.645]],
  "lowdin_charge": [0.80, 0.43, 0.48, -0.40, -0.66, -0.10, -0.12, -0.05, -0.06, -0.12, -0.10, -0.04, -0.07]
}

[2]
{
  "formula": "CH8NS2",
  "method": "ωB97M-V with the def2-TZVPD basis set",
  "e_homo_ha": -0.452,
  "charge": 1,
  "e_above_lowest_ev": 0.477,
  "molar_mass_g_mol": 98.2,
  "lumo_ev": -4.1,
  "orbital_gap_ev": 8.2,
  "symbols": ["S", "S", "N", "C", "H", "H", "H", "H", "H", "H", "H", "H"],
  "coordinates": [[0.266572, 0.619418, -1.520972], [0.326500, 0.615183, 0.590341], [-2.210683, -1.462533, -0.176060], [2.064004, 1.059761, 0.867062], [2.117532, 2.138453, 0.878310], [-2.278350, -2.024017, -1.031981], [-2.231920, -2.127569, 0.597058], [-2.996832, -0.814110, -0.124164], [2.415917, 0.677436, 1.813324], [2.671396, 0.678563, 0.048058], [1.181706, 1.581029, -1.697280], [-1.325845, -0.941615, -0.243693]],
  "atomic_forces_ev_per_a": [[0.204, -0.154, 0.371], [-0.011, 0.200, -0.375], [-0.099, -0.507, -0.802], [0.023, -0.073, -0.400], [0.029, 0.266, 0.012], [-0.201, 0.171, -0.033], [0.209, 0.265, 0.308], [-0.030, 0.023, 0.043], [-0.061, -0.236, 0.225], [0.001, -0.178, 0.158], [-0.221, 0.253, -0.085], [0.158, -0.030, 0.578]],
  "lowdin_charge": [0.33, 0.38, 0.31, -0.44, 0.04, 0.16, 0.16, 0.16, 0.04, 0.03, -0.17, -0.01]
}

[3]
{
  "formula": "CH8O2S2",
  "method": "ωB97M-V with the def2-TZVPD basis set",
  "e_homo_ha": -0.330,
  "e_above_lowest_ev": 0.656,
  "molar_mass_g_mol": 116.2,
  "lumo_ev": 0.5,
  "smiles": "CSS.O.O",
  "orbital_gap_ev": 9.5,
  "symbols": ["S", "S", "O", "O", "C", "H", "H", "H", "H", "H", "H", "H", "H"],
  "coordinates": [[-0.774211, 1.239419, 1.752342], [-1.472066, -0.383013, 0.684842], [4.920686, 0.595227, -1.855388], [-3.951590, 1.716524, -1.091821], [-0.197831, -1.633039, 1.120101], [-4.475656, 1.211472, -1.674970], [-1.022670, 0.771922, 2.993774], [4.936084, -0.261640, -2.253585], [-0.775131, -2.550507, 1.061156], [-3.311387, 1.108837, -0.742976], [0.235004, -1.487782, 2.103236], [5.237813, 1.158436, -2.552952], [0.650953, -1.485856, 0.456240]],
  "atomic_forces_ev_per_a": [[-0.005, -0.012, -0.081], [0.467, 0.085, 0.876], [-0.133, 0.412, 0.568], [0.435, 1.296, 0.748], [-0.188, 0.820, -0.415], [-0.948, -0.867, -1.040], [-0.140, 0.075, -0.157], [-0.054, -0.967, -0.234], [0.628, -0.400, -0.192], [0.515, -0.425, 0.275], [-0.571, 0.068, 0.378], [0.187, 0.550, -0.333], [-0.190, -0.635, -0.393]],
  "lowdin_charge": [0.30, 0.35, -0.04, -0.04, -0.46, 0.01, -0.19, 0.02, 0.02, -0.04, 0.02, 0.02, 0.03]
}

[4]
{
  "formula": "CH8O2S2",
  "method": "ωB97M-V with the def2-TZVPD basis set",
  "e_homo_ha": -0.332,
  "e_above_lowest_ev": 0.811,
  "molar_mass_g_mol": 116.2,
  "lumo_ev": 0.4,
  "smiles": "CSS.O.O",
  "orbital_gap_ev": 9.5,
  "symbols": ["S", "S", "O", "O", "C", "H", "H", "H", "H", "H", "H", "H", "H"],
  "coordinates": [[-0.804841, -2.114856, -0.952637], [-1.170103, -3.737427, 0.343399], [2.954956, 4.369532, 3.666255], [1.730183, 7.931510, -0.330046], [-1.311980, -2.861593, -2.500490], [1.360495, 7.065452, -0.202675], [3.088248, 4.532330, 4.599440], [2.108965, 7.958439, -1.223119], [-1.774691, -3.833052, -2.352570], [2.838898, 5.161894, 3.165468], [-2.212931, -3.409049, 1.033673], [-2.128722, -2.361887, -3.028225], [-0.417352, -2.980863, -3.104228]],
  "atomic_forces_ev_per_a": [[-0.606, -0.652, 0.979], [1.786, -0.153, -0.950], [0.060, -1.482, -0.042], [0.428, 0.740, -0.323], [-0.573, -0.454, -0.647], [-0.176, -0.560, -0.123], [-0.034, 0.554, -0.045], [-0.255, -0.192, 0.450], [0.438, -0.271, 0.414], [-0.022, 0.941, 0.084], [-1.318, 0.805, 0.462], [0.459, 0.681, 0.062], [-0.186, 0.044, -0.320]],
  "lowdin_charge": [0.39, 0.32, -0.05, -0.06, -0.53, 0.02, 0.03, 0.04, 0.01, 0.02, -0.25, 0.03, 0.02]
}

[5]
{
  "formula": "CH8O2S2",
  "method": "ωB97M-V with the def2-TZVPD basis set",
  "e_homo_ha": -0.313,
  "e_above_lowest_ev": 0.766,
  "molar_mass_g_mol": 116.2,
  "lumo_ev": 0.7,
  "smiles": "CSS.O.O",
  "orbital_gap_ev": 9.3,
  "symbols": ["S", "S", "O", "O", "C", "H", "H", "H", "H", "H", "H", "H", "H"],
  "coordinates": [[-3.167281, 1.003114, 0.739104], [-2.194946, 2.076045, -0.624869], [5.492922, -0.429130, -1.852339], [3.833876, -6.329726, 2.127200], [-0.358405, 1.903007, -0.375593], [-0.085468, 2.542226, 0.457702], [4.993133, -0.705821, -2.631278], [3.510052, -5.424353, 2.184523], [-0.183991, 0.865168, -0.109577], [6.248876, 0.031214, -2.221818], [0.018286, 2.263969, -1.325072], [4.799994, -6.311911, 2.118865], [-3.882909, 0.220903, -0.094935]],
  "atomic_forces_ev_per_a": [[-0.568, -0.696, 0.992], [0.840, 1.265, -1.194], [-0.205, -0.109, -0.238], [0.012, -0.213, -0.010], [-1.727, -0.240, 0.695], [0.221, 0.088, -0.120], [0.028, 0.005, 0.209], [0.331, -0.067, -0.010], [0.471, -0.049, -0.424], [0.175, 0.102, 0.031], [0.427, -0.269, 0.009], [-0.342, 0.282, 0.018], [0.338, -0.099, 0.041]],
  "lowdin_charge": [0.26, 0.29, -0.06, -0.07, -0.42, 0.02, 0.03, 0.03, 0.02, 0.03, 0.02, 0.03, -0.19]
}

[6]
{
  "formula": "CH8Si2",
  "method": "ωB97M-V with the def2-TZVPD basis set",
  "e_homo_ha": -0.367,
  "e_above_lowest_ev": 0.913,
  "molar_mass_g_mol": 76.2,
  "lumo_ev": 0.7,
  "orbital_gap_ev": 10.7,
  "symbols": ["Si", "Si", "C", "H", "H", "H", "H", "H", "H", "H", "H"],
  "coordinates": [[-0.705889, 0.034303, -0.290863], [1.225361, 1.223089, -0.699441], [-0.682384, -1.200268, 1.148009], [-0.665284, -0.691519, 2.109280], [2.200903, 1.170770, 0.397120], [-1.563286, -1.837251, 1.127526], [-1.950949, 0.804278, -0.220492], [1.924821, 0.743700, -1.892030], [0.956444, 2.649210, -0.926326], [0.189027, -1.845372, 1.097516], [-0.928765, -1.050940, -1.850299]],
  "atomic_forces_ev_per_a": [[-0.742, -2.805, -2.196], [0.366, 0.417, -0.034], [0.127, 0.322, -0.225], [0.028, 0.117, 0.092], [0.039, -0.131, 0.303], [-0.118, 0.029, -0.114], [-0.064, 0.324, -0.018], [0.016, -0.235, -0.242], [-0.194, 0.205, -0.020], [0.160, -0.067, -0.035], [0.381, 1.823, 2.488]],
  "lowdin_charge": [0.39, 0.41, -0.34, 0.01, -0.13, 0.01, -0.11, -0.13, -0.13, 0.01, -0.01]
}

[7]
{
  "formula": "CH9N2O2",
  "method": "ωB97M-V with the def2-TZVPD basis set",
  "e_homo_ha": [-0.155, -0.308],
  "e_above_lowest_ev": 0.910,
  "molar_mass_g_mol": 81.1,
  "lumo_ev": [0.8, 0.8],
  "s2": 0.75,
  "multiplicity": 2,
  "orbital_gap_ev": [5.0, 9.2],
  "symbols": ["O", "O", "N", "N", "C", "H", "H", "H", "H", "H", "H", "H", "H", "H"],
  "coordinates": [[-1.964436, -2.400008, -0.262354], [1.937082, 0.984275, 2.425904], [-0.167374, -0.270991, 0.027182], [-0.153320, 1.062345, -1.841760], [0.400502, 0.618411, -0.726204], [-1.073488, -0.795823, -0.158705], [-0.054252, 2.052444, -1.965473], [2.762746, 0.557407, 2.256997], [-0.119420, -0.084582, 1.104484], [1.163915, 1.226347, -0.137408], [-0.198058, 0.455964, -2.688506], [2.252060, 1.948082, 2.534708], [-2.259106, -2.741347, -1.083858], [-2.526857, -2.612527, 0.514990]],
  "atomic_forces_ev_per_a": [[0.325, 0.500, 2.121], [0.175, 2.966, 0.486], [-3.362, -3.819, 5.812], [-1.627, 0.618, -3.325], [4.256, 2.211, 1.553], [1.835, 1.221, -0.326], [-0.077, 0.064, -0.809], [0.793, -0.812, -0.277], [0.102, -0.455, -2.496], [-0.983, -0.581, -1.302], [0.275, 1.097, 0.898], [-1.018, -2.158, -0.204], [-0.956, -0.741, -0.716], [0.263, -0.110, -1.415]],
  "mulliken_spin": [0.01, 0.00, 0.13, 0.04, 0.76, -0.02, 0.00, 0.00, 0.04, 0.02, 0.02, 0.00, 0.00, 0.00]
}

[8]
{
  "formula": "CH9N3O2",
  "method": "ωB97M-V with the def2-TZVPD basis set",
  "e_homo_ha": -0.344,
  "e_above_lowest_ev": 2.989,
  "molar_mass_g_mol": 95.1,
  "lumo_ev": 0.4,
  "smiles": "N=C(N)N.O.O",
  "orbital_gap_ev": 9.7,
  "symbols": ["O", "O", "N", "N", "N", "C", "H", "H", "H", "H", "H", "H", "H", "H", "H"],
  "coordinates": [[1.584416, 2.241624, 0.274177], [1.819993, 0.513922, 2.590031], [-1.500829, -0.540311, 0.190025], [0.675236, -0.552421, -1.173107], [-1.347966, -1.249475, -1.963704], [-0.579724, -0.942972, -0.877538], [-0.861722, -1.845052, -2.757803], [-1.736739, -1.092645, 1.087056], [0.828123, 1.566649, 0.005144], [-2.211092, 0.204007, -0.077006], [2.204172, 0.236479, 1.849021], [1.469160, -0.334381, -0.444685], [-2.375178, -1.203039, -1.906445], [0.969388, 0.002018, 2.583085], [1.062762, 2.995597, 0.621750]],
  "atomic_forces_ev_per_a": [[-2.896, -1.328, -0.798], [-3.954, 0.497, 4.862], [-0.347, 0.208, 2.066], [-0.697, -1.582, 2.484], [0.765, -2.633, -2.655], [1.207, 3.586, -0.821], [-1.611, 2.136, 2.185], [0.827, 1.211, -2.556], [2.287, 2.027, 0.707], [1.482, -1.711, 0.500], [2.805, -1.409, -4.858], [-2.806, -0.687, -1.216], [1.247, -0.537, 0.042], [1.119, 0.855, 0.241], [0.572, -0.634, -0.181]],
  "lowdin_charge": [-0.13, -0.02, 0.00, 0.06, 0.05, -0.56, 0.15, 0.11, 0.05, 0.10, -0.07, 0.06, 0.09, 0.06, 0.04]
}